Here is an isolated molecule of C3H8N4 in a non-equilibrium geometry from the Open Molecules 2025 dataset. Energies are from ωB97M-V/def2-TZVPD.

XYZ file:
```
15
Properties=species:S:1:pos:R:3
H -1.5037 -2.9417 0.1777
N -0.5523 -2.5904 -0.2501
C -0.3088 -1.3045 -0.0146
N 0.5966 -0.6671 -0.7425
C 0.9143 0.8072 -0.8390
C 0.0658 1.5611 0.1199
N -0.3855 0.7936 1.3019
N -1.0035 -0.4043 0.7733
H 0.9106 -1.2948 -1.4753
H 0.7169 1.2513 -1.8466
H 2.1054 0.9011 -0.5846
H -0.9171 1.7537 -0.2884
H 0.5112 2.4678 0.5622
H 0.5669 0.5723 1.7354
H -1.7168 -0.9054 1.3706
```

energy above the lowest of the compared OMol25 structures with the same formula, charge and spin	58.08	kcal/mol
strongest force on any atom	3.33	eV Å⁻¹
SMILES string	[H]/N=C1/NCCNN1
Kohn-Sham gap	9.194	eV
LUMO energy	0.0308	hartree
total energy	-9199.11478	eV